1.
DFT (ωB97M-V/def2-TZVPD) results for a structure of composition C11H15NO at a distorted geometry.

Properties
- Orbital gap: 0.29488 Eh
- Highest occupied orbital energy: -8.1 eV
- LUMO level: -0.0016 hartree
- E: -557.68744 a.u.
- Maximum force: 7.34 eV/A

```
! wB97M-V def2-TZVPD RIJCOSX def2/J DEFGRID3
* xyz 0 1
C -4.66298 0.27138 -0.23860
C -2.19201 -0.37907 0.30306
C -1.59011 -1.72300 0.08879
C -0.26150 -1.79600 -0.10437
C 0.45175 -0.69916 -0.38669
C 1.99082 -0.75818 -0.33391
C 2.46773 0.34010 0.70589
C 1.70271 1.63070 0.59054
C 0.87638 1.72150 -0.55713
C -0.02529 0.55671 -0.46927
C -1.34937 0.71700 -0.22494
H -5.12856 1.17780 0.51868
H -4.22161 0.60153 -1.26608
H -5.71138 -0.22240 -0.40696
H -2.16641 -2.62011 0.53931
H 0.21845 -2.80036 -0.02482
H 2.49952 -0.28288 -1.36635
H 3.85928 -1.48662 0.98247
H 3.87091 -2.32718 -1.31895
H 2.49035 -0.11589 1.76198
H 3.66519 0.43672 0.76453
H 2.73012 2.24416 0.62750
H 1.20375 1.87353 1.46840
H 1.50455 2.27149 -1.63883
H 0.14914 2.38402 -0.31977
H -1.72825 1.62554 -0.16250
N 2.85421 -1.95573 -0.14446
O -3.49741 -0.68559 0.61247
*
```

Results of the natural (NBO) charge analysis, in e, for atoms 1 through 2: -0.318, 0.315

2.
DFT (ωB97M-V/def2-TZVPD) results for an isolated molecule of C11H15NO at a distorted geometry.

Properties
- Orbital gap: 0.28977 Eh
- Highest occupied orbital energy: -7.0 eV
- Structure (SMILES): Oc1ccc(N2CCCCC2)cc1
- LUMO level: 0.0341 hartree
- E: -558.10517 a.u.
- Maximum force: 3.07 eV/A

```
! wB97M-V def2-TZVPD RIJCOSX def2/J DEFGRID3
* xyz 0 1
O 4.75901 -0.24133 0.57057
C 3.47565 -0.08199 0.15362
C 2.67045 -1.23368 -0.06481
C 1.32398 -1.09654 -0.42528
C 0.75653 0.18948 -0.47935
N -0.60559 0.30358 -0.67805
C -1.33463 -0.83127 -1.12790
C -1.92095 -1.50459 0.12074
C -2.46578 -0.37708 1.13486
C -2.71405 0.92352 0.41230
C -1.43842 1.46375 -0.16385
C 1.60825 1.26869 -0.40384
C 2.94225 1.12423 -0.17682
H 5.19643 0.57892 0.80079
H 3.05929 -2.16979 0.20359
H 0.78256 -2.04259 -0.49265
H -2.22845 -0.50920 -1.67213
H -0.67872 -1.46702 -1.70487
H -2.72464 -2.29848 -0.10192
H -1.14522 -2.06305 0.59167
H -1.78484 -0.27685 1.98828
H -3.48871 -0.69827 1.53892
H -2.96532 1.71766 1.12704
H -3.54078 0.91312 -0.28782
H -1.57987 2.13440 -0.98905
H -0.85937 1.90990 0.63618
H 1.35988 2.32035 -0.47056
H 3.54103 2.04412 -0.03968
*
```

Results of the natural (NBO) charge analysis, in e, for atoms 1 through 2: -0.680, 0.257

3.
DFT (ωB97M-V/def2-TZVPD) results for the ion C11H15NO7 with charge -2 at a distorted geometry.

Properties
- Orbital gap: 0.19882 Eh
- Highest occupied orbital energy: -0.1 eV
- Structure (SMILES): CC(=O)OCCCN(C[C@@H]1CO1)C(C(=O)[O-])C(=O)[O-]
- LUMO level: 0.1942 hartree
- E: -1009.55380 a.u.
- Maximum force: 2.72 eV/A

```
! wB97M-V def2-TZVPD RIJCOSX def2/J DEFGRID3
* xyz -2 1
C 3.56371 -1.08977 0.09494
C 3.57670 0.42065 0.06047
O 4.22945 1.11114 0.80986
O 2.81774 0.91104 -0.93694
C 1.96479 2.06017 -0.62776
C 0.56551 1.72986 -1.08635
C 0.08216 0.40539 -0.46393
N -1.33904 0.34836 -0.23830
C -2.17632 -0.45821 -1.05102
C -1.78285 -1.94994 -1.20214
C -2.40011 -2.90916 -0.26978
O -0.94678 -2.51851 -0.26257
C -1.78338 0.64296 1.13177
C -1.36973 2.13367 1.43019
O -2.18180 2.97816 0.97567
O -0.27706 2.35940 2.00292
C -1.38824 -0.49027 2.14158
O -0.18991 -0.77600 2.30128
O -2.38383 -1.06395 2.66989
H 2.56104 -1.47319 -0.09423
H 4.22879 -1.46114 -0.69274
H 3.93947 -1.42630 1.05932
H 2.38239 2.92918 -1.14377
H 1.96458 2.21858 0.45295
H 0.53013 1.67900 -2.18516
H -0.09277 2.53988 -0.75842
H 0.56139 0.29094 0.51561
H 0.41521 -0.42864 -1.09578
H -3.15462 -0.45685 -0.56654
H -2.29364 -0.06311 -2.07786
H -1.63180 -2.29752 -2.22758
H -2.37555 -3.96912 -0.50750
H -2.74226 -2.57918 0.71001
H -2.87335 0.65250 1.13193
*
```

Results of the natural (NBO) charge analysis, in e, for atoms 1 through 2: -0.720, 0.823

4.
DFT (ωB97M-V/def2-TZVPD) results for a cluster of 2 separate species, C11H15NS in total at a distorted geometry.

Properties
- Orbital gap: 0.32999 Eh
- Highest occupied orbital energy: -8.1 eV
- Structure (SMILES): Cc1c[nH]c2ccccc12.CSC
- LUMO level: 0.0331 hartree
- E: -881.08220 a.u.
- Maximum force: 1.43 eV/A

```
! wB97M-V def2-TZVPD RIJCOSX def2/J DEFGRID3
* xyz 0 1
C 0.85429 -0.32258 2.23419
C 0.70700 -0.83173 0.84411
C 1.66213 -0.84229 -0.11421
N 1.18603 -1.45740 -1.27662
C -0.08159 -1.93640 -0.98127
C -0.94884 -2.72791 -1.73405
C -2.16828 -3.03921 -1.16949
C -2.59120 -2.43338 0.03133
C -1.70145 -1.76588 0.84438
C -0.43588 -1.53224 0.30330
H 0.73822 -1.06162 3.01352
H 0.25274 0.56761 2.42293
H 1.88948 0.00959 2.38618
H 2.60727 -0.32070 -0.11559
H 1.80483 -2.06326 -1.77981
H -0.63433 -3.13389 -2.68556
H -2.90394 -3.62659 -1.70220
H -3.62193 -2.62670 0.30663
H -1.97133 -1.42895 1.83604
C 0.13224 2.46411 -0.90804
S 1.27728 3.52922 0.02497
C 0.20308 4.16109 1.31527
H -0.85853 2.91684 -0.82666
H 0.42945 2.54789 -1.94922
H 0.10947 1.46770 -0.47759
H -0.59201 4.80295 0.93928
H 0.75888 4.54690 2.16529
H -0.32018 3.34359 1.75771
*
```

Results of the natural (NBO) charge analysis, in e, for atoms 1 through 2: -0.636, -0.074

5.
DFT (ωB97M-V/def2-TZVPD) results for a structure of composition C11H16AlClO2Rh at a distorted geometry.

Properties
- Orbital gap (alpha / beta): 0.12223 / 0.22168 Eh
- Highest occupied orbital energy (alpha / beta): -1.0 / -5.2 eV
- LUMO level (alpha / beta): 0.0846 / 0.0316 hartree
- E: -1392.32999 a.u.
- Maximum force: 3.62 eV/A

```
! wB97M-V def2-TZVPD RIJCOSX def2/J DEFGRID3
* xyz -1 5
Al -0.74742 0.09374 0.04882
Cl -0.30313 1.10638 -1.73258
C -2.16527 -1.23417 -0.19821
H -2.03322 -2.09237 0.48624
H -2.31706 -1.57799 -1.25366
H -3.06353 -0.61778 0.06972
Rh 0.27308 -0.16743 -4.98499
C -1.60994 0.39663 -5.01924
C 1.80699 0.92355 -4.40949
C 0.66166 -1.76000 -5.77820
H 2.31411 0.33652 -3.62553
H 2.45147 1.03733 -5.29036
H 1.42886 1.89067 -4.04944
H -2.16773 -0.35238 -4.43234
H -1.65662 1.40511 -4.58546
H -1.92469 0.38664 -6.07101
H -0.20186 -2.31729 -6.20756
H 1.74164 -2.02310 -5.85451
O -1.59050 0.50250 2.02324
C -0.37504 0.28135 2.39652
O 0.53153 -0.01840 1.43435
C 0.15742 0.33337 3.73832
C 1.53612 0.24786 3.85794
C 2.13822 0.26672 5.11239
C 1.29176 0.35552 6.23949
C -0.11562 0.42750 6.12166
C -0.67998 0.40372 4.84597
H 2.16620 0.19448 2.96574
H 3.23443 0.21952 5.22621
H 1.74175 0.36750 7.22405
H -0.76055 0.50243 7.01982
H -1.76303 0.48186 4.68210
*
```

Results of the natural (NBO) charge analysis, in e, for atoms 1 through 2: 1.801, -0.603

6.
DFT (ωB97M-V/def2-TZVPD) results for a structure of composition C11H16AsF6NiO4Sb at a distorted geometry.

Properties
- Orbital gap (alpha / beta): 0.17656 / 0.18573 Eh
- Highest occupied orbital energy (alpha / beta): -12.5 / -12.7 eV
- LUMO level (alpha / beta): -0.2824 / -0.2810 hartree
- E: -5312.91943 a.u.
- Maximum force: 1.54 eV/A

```
! wB97M-V def2-TZVPD RIJCOSX def2/J DEFGRID3
* xyz 1 2
Ni -2.35974 0.06010 1.74915
O -3.09508 1.68678 1.70509
O -2.92211 1.18115 0.44524
F -1.84776 -1.62981 0.96076
Sb -0.83377 -3.39679 1.35894
F 0.38533 -2.75326 0.04568
F -1.85634 -3.97730 -0.05168
F 0.20967 -4.86520 1.72571
F -2.14445 -3.67870 2.60986
F 0.13367 -2.25193 2.48526
C 2.32935 -0.31402 -0.20760
As 0.52660 0.15306 0.27205
C 0.59015 2.05921 0.44099
C -0.64919 -0.28673 -1.29500
C -0.02420 0.48370 -2.36215
C -0.39223 1.82888 -2.57699
C 0.12428 2.52178 -3.64982
C 1.02294 1.89161 -4.51080
C 1.40818 0.56350 -4.29908
C 0.90396 -0.13211 -3.22471
H 2.58273 0.26454 -1.09240
H 2.38676 -1.38054 -0.39262
H 2.99564 -0.04853 0.61184
H 1.09020 2.48146 -0.42779
H 1.16308 2.28045 1.33848
H -0.41586 2.45401 0.56070
H -1.65392 0.01970 -1.04525
H -0.60423 -1.36017 -1.41211
H -1.11776 2.29545 -1.91763
H -0.17399 3.54642 -3.83097
H 1.42455 2.43771 -5.35671
H 2.09397 0.08209 -4.98508
H 1.18548 -1.16786 -3.05772
C 0.04890 -0.23353 4.73836
C -0.85101 -0.08003 3.56610
O -2.00599 -0.56971 3.53592
O -0.47834 0.60262 2.49086
H -0.39575 -0.91169 5.45873
H 0.20063 0.74965 5.19033
H 1.01565 -0.60597 4.40607
*
```

Results of the natural (NBO) charge analysis, in e, for atoms 1 through 2: 1.452, -0.312